Entry w
{
  "formula": "C9H14",
  "method": "the ωB97M-V functional and the def2-TZVPD basis",
  "multiplicity": 1,
  "e_homo_ha": -0.3320,
  "elements": ["C", "C", "C", "C", "C", "C", "C", "H", "H", "H", "H", "H", "H", "H", "H", "C", "C", "H", "H", "H", "H", "H", "H"],
  "positions_angstrom": [[-1.417, 2.042, -1.941], [-0.498, 1.011, -1.375], [-0.602, -0.315, -1.753], [0.291, -1.270, -1.280], [1.330, -0.904, -0.437], [1.437, 0.444, -0.090], [0.565, 1.406, -0.544], [-1.160, 2.143, -3.006], [-1.359, 3.003, -1.423], [-2.471, 1.764, -1.894], [-1.387, -0.586, -2.452], [0.142, -2.276, -1.633], [1.936, -1.645, 0.062], [2.240, 0.702, 0.578], [0.667, 2.440, -0.267], [-0.112, -0.405, 3.328], [-0.513, -1.778, 2.718], [-0.054, 0.372, 2.560], [-0.832, -0.103, 4.083], [0.876, -0.440, 3.795], [-1.570, -1.933, 2.936], [0.125, -2.566, 3.118], [-0.360, -1.751, 1.642]],
  "mulliken_charge": [-1.4220, 1.0286, -0.5507, -0.2688, -0.7315, -0.2020, -0.7192, 0.3001, 0.3551, 0.3462, 0.3579, 0.3697, 0.4111, 0.3868, 0.3276, -0.7455, -0.5664, 0.1569, 0.3134, 0.2504, 0.3185, 0.2384, 0.0455]
}

---

Entry x
{
  "formula": "C9H14",
  "method": "the ωB97M-V functional and the def2-TZVPD basis",
  "multiplicity": 1,
  "e_homo_ha": -0.3262,
  "elements": ["C", "C", "C", "C", "C", "C", "C", "H", "H", "H", "H", "H", "H", "H", "H", "C", "C", "H", "H", "H", "H", "H", "H"],
  "positions_angstrom": [[1.825, -0.794, -0.460], [0.803, -0.734, 0.575], [0.435, 0.450, 1.193], [-0.286, 0.447, 2.411], [-0.953, -0.703, 2.788], [-0.757, -1.835, 1.999], [0.141, -1.928, 0.968], [1.845, -1.736, -1.003], [2.899, -0.676, -0.228], [1.636, 0.055, -1.107], [0.862, 1.363, 0.804], [-0.359, 1.377, 2.961], [-1.557, -0.812, 3.670], [-1.348, -2.742, 2.183], [0.269, -2.923, 0.551], [-0.010, 1.674, -2.363], [-1.352, 1.149, -1.964], [0.911, 1.466, -1.835], [0.280, 1.319, -3.357], [-0.043, 2.773, -2.420], [-1.285, 0.334, -1.215], [-2.008, 1.831, -1.423], [-1.948, 0.646, -2.727]],
  "mulliken_charge": [-0.9798, 0.8918, -0.4204, -0.5395, -0.5361, -0.2215, -0.5720, 0.3311, 0.3078, -0.0065, 0.3720, 0.3547, 0.3906, 0.3125, 0.3045, -0.8923, -0.6437, 0.2287, 0.3235, 0.2844, 0.1052, 0.2823, 0.3229]
}

---

The least stable of them is entry x.